# 1
DFT (the ωB97M-V functional and the def2-TZVPD basis) results for a cluster of 8 separate species, C4H22N2O9 in total in a non-equilibrium geometry.

Properties
HOMO-LUMO gap: 10.17 eV
Multiplicity: 1
SMILES: CN(C=O)CC(N)=O.O.O.O.O.O.O.O

Last column: natural (NBO) charge in e.
Geometry (Å):
O 0.435 1.440 -2.165  -0.963
O 0.258 1.446 2.598  -0.576
O -0.737 -2.727 3.108  -0.913
O -3.465 0.168 -3.077  -0.958
O -0.525 -0.860 -3.065  -0.988
O 0.874 3.555 0.113  -0.949
O -1.802 -2.067 -0.778  -0.966
O 1.140 -1.832 -0.511  -0.648
O -3.302 0.319 1.113  -0.945
N 2.505 -0.290 0.482  -0.424
N -0.522 0.645 0.679  -0.903
C 1.613 -0.260 1.628  -0.333
C 2.073 -1.064 -0.578  0.557
C 3.364 0.837 0.208  -0.438
C 0.427 0.658 1.686  0.652
H -3.797 -0.390 1.531  0.487
H 2.774 -0.944 -1.416  0.129
H -0.573 -2.220 2.297  0.453
H -3.306 0.095 0.175  0.475
H 0.566 2.648 -0.001  0.464
H 3.818 0.721 -0.789  0.218
H -0.902 -2.376 -0.944  0.509
H -2.664 -0.282 -3.365  0.495
H -0.416 -0.160 0.067  0.402
H -3.619 -0.024 -2.154  0.459
H -1.479 0.826 0.946  0.440
H 4.088 0.922 1.008  0.213
H 2.915 1.788 -0.119  0.227
H 0.415 3.842 0.910  0.480
H -0.127 0.016 -2.873  0.493
H -0.091 1.374 -1.355  0.489
H 2.294 0.061 2.419  0.237
H 0.041 -3.271 3.000  0.463
H 0.298 2.333 -2.501  0.499
H -2.013 -2.184 0.153  0.461
H -0.341 -1.035 -3.993  0.467
H 1.324 -1.282 1.855  0.232


# 2
DFT (the ωB97M-V functional and the def2-TZVPD basis) results for a cluster of 7 separate species, C4H22O7 in total in a non-equilibrium geometry.

Properties
HOMO-LUMO gap: 9.22 eV
Multiplicity: 1
SMILES: CC(C)O.CO.O.O.O.O.O

Last column: natural (NBO) charge in e.
Geometry (Å):
O -0.031 2.542 1.073  -0.964
O -1.471 -2.417 1.721  -0.744
O 2.185 -1.523 1.429  -0.953
O 1.185 0.435 3.322  -0.968
O -0.245 -0.116 0.318  -0.975
O -0.095 0.747 -2.402  -0.760
O -3.511 0.090 0.389  -0.944
C -2.612 -2.801 2.532  -0.249
C 1.050 2.092 -3.987  -0.623
C 1.149 0.832 -3.135  0.098
C 2.309 0.841 -2.168  -0.642
H -0.816 -3.110 1.820  0.465
H 0.751 2.941 -3.369  0.216
H 1.113 -0.060 -3.775  0.156
H -2.512 -3.854 2.786  0.175
H -0.057 -0.863 0.898  0.496
H -0.827 2.964 1.412  0.459
H 2.006 2.330 -4.456  0.199
H -1.214 -0.079 0.280  0.501
H -4.370 -0.301 0.192  0.477
H -2.587 -2.207 3.450  0.173
H 3.291 0.702 -2.618  0.209
H 2.271 1.733 -1.539  0.219
H 0.248 1.983 -4.718  0.212
H -3.531 0.268 1.338  0.470
H 1.452 0.035 2.479  0.484
H 1.442 1.361 3.243  0.478
H 0.081 0.460 -1.490  0.494
H 1.855 -2.141 2.094  0.474
H 2.144 0.002 -1.480  0.207
H 3.004 -1.923 1.113  0.488
H -0.141 1.590 1.270  0.491
H -3.515 -2.553 1.979  0.181


# 3
DFT (the ωB97M-V functional and the def2-TZVPD basis) results for a cluster of 6 separate species, C4H23N3O6 in total in a non-equilibrium geometry.

Properties
HOMO-LUMO gap: 9.52 eV
Multiplicity: 1
SMILES: NCN[C@@H](CN)CO.O.O.O.O.O

Last column: natural (NBO) charge in e.
Geometry (Å):
O 1.452 -2.860 1.408  -0.989
O -2.538 2.186 -0.140  -0.973
O 0.187 4.366 0.450  -0.974
O 1.984 -1.539 -1.446  -0.744
O -1.960 -1.082 1.753  -0.936
O -0.056 -3.480 -0.775  -1.001
N 0.211 0.876 0.264  -0.670
N -2.040 -1.086 -1.241  -0.876
N 1.482 1.768 2.043  -0.873
C 1.372 -0.290 -1.719  -0.070
C 1.277 0.582 1.239  -0.062
C 0.105 -0.123 -0.796  -0.112
C -1.134 0.050 -1.651  -0.256
H 2.238 0.365 0.751  0.165
H -0.663 -2.753 -1.011  0.517
H -2.421 3.138 -0.031  0.482
H -2.928 -1.006 -1.729  0.359
H -1.649 1.016 -1.589  0.228
H -2.487 -0.294 1.944  0.472
H -1.754 1.767 0.253  0.486
H 1.111 -3.167 0.550  0.502
H 1.059 1.687 2.961  0.368
H 0.378 1.842 0.000  0.374
H 1.285 -2.222 -1.396  0.485
H 0.343 3.759 1.182  0.495
H -1.033 -0.048 -2.738  0.187
H -1.075 -0.785 2.001  0.476
H 2.445 2.020 2.209  0.375
H 0.021 -1.045 -0.226  0.212
H 0.883 4.365 -0.207  0.477
H -0.489 -4.317 -0.975  0.497
H 1.133 -0.245 -2.783  0.165
H -2.292 -0.920 -0.262  0.386
H 2.396 -2.688 1.413  0.472
H 2.097 0.508 -1.493  0.166
H 1.059 -0.342 1.786  0.190


# 4
DFT (the ωB97M-V functional and the def2-TZVPD basis) results for a cluster of 9 separate species, C4H24N2O10 in total in a non-equilibrium geometry.

Properties
HOMO-LUMO gap: 9.76 eV
Multiplicity: 1
SMILES: NC(=O)NCCC=O.O.O.O.O.O.O.O.O

Last column: natural (NBO) charge in e.
Geometry (Å):
O 2.187 4.177 -0.379  -0.532
O -0.936 -1.618 -1.622  -0.975
O -2.307 -0.234 0.497  -0.687
O 2.057 0.402 3.726  -0.957
O 0.698 0.175 -3.315  -0.960
O -3.335 -2.523 -1.392  -0.953
O 1.403 -2.468 -3.306  -0.937
O 1.472 -3.257 -0.698  -0.996
O 2.146 -1.435 1.261  -0.979
O -4.186 -0.466 2.276  -0.954
N -0.429 0.959 -0.016  -0.632
N -1.480 1.139 2.096  -0.871
C 1.667 1.989 0.578  -0.538
C 2.390 3.315 0.437  0.453
C -1.469 0.602 0.783  0.805
C 0.210 2.288 0.128  -0.251
H 0.732 -2.795 -1.131  0.517
H -3.893 0.223 1.678  0.479
H 3.014 0.444 3.588  0.470
H 1.318 -1.369 0.765  0.478
H 1.075 -4.022 -0.272  0.478
H 1.858 -0.477 3.364  0.492
H -1.979 0.523 2.728  0.409
H -0.363 2.948 0.809  0.228
H 3.129 3.484 1.241  0.102
H -0.560 0.733 -0.984  0.389
H 0.262 2.965 -0.756  0.231
H -1.745 -1.597 -2.145  0.501
H 1.422 -1.661 -3.820  0.464
H 0.410 0.949 -2.823  0.478
H 2.473 -2.217 0.789  0.496
H -0.313 -0.999 -2.037  0.469
H -3.775 -1.265 1.933  0.474
H 1.854 1.657 1.608  0.253
H 1.366 0.492 -3.935  0.490
H 2.272 -2.524 -2.896  0.474
H -3.273 -1.891 -0.660  0.494
H -0.582 1.251 2.551  0.390
H 2.077 1.247 -0.094  0.244
H -4.181 -2.304 -1.800  0.468


# 5
DFT (the ωB97M-V functional and the def2-TZVPD basis) results for a cluster of 8 separate species, C4H24N2O8 in total in a non-equilibrium geometry.

Properties
HOMO-LUMO gap: 9.03 eV
Multiplicity: 1
SMILES: NCCCNC=O.O.O.O.O.O.O.O

Last column: natural (NBO) charge in e.
Geometry (Å):
O 1.616 2.339 2.204  -0.955
O 2.040 0.724 -2.508  -0.983
O 0.740 -1.732 -2.404  -0.982
O -1.980 3.308 1.998  -0.944
O -2.513 0.646 -3.564  -0.616
O 2.504 0.390 0.184  -0.989
O 2.123 -2.515 1.631  -0.970
O -0.058 -3.207 2.287  -0.989
N -1.683 1.339 -1.548  -0.636
N -1.382 -1.805 -0.166  -0.885
C -1.579 1.003 -2.862  0.524
C -1.883 -0.644 0.566  -0.220
C -0.852 0.495 0.645  -0.431
C -0.452 1.147 -0.696  -0.223
H 2.431 1.036 0.902  0.507
H 0.010 2.129 -0.576  0.196
H -0.649 1.256 -3.372  0.131
H 2.023 2.548 3.032  0.479
H 1.139 -2.461 -2.902  0.468
H 0.178 0.483 -1.265  0.222
H 2.722 0.466 -3.111  0.472
H 1.903 -2.539 2.559  0.491
H -1.174 1.243 1.361  0.198
H 0.070 -0.003 0.973  0.208
H 2.024 -3.422 1.318  0.492
H -1.851 -2.066 -1.018  0.384
H 1.277 -0.948 -2.639  0.491
H -0.859 -3.666 2.037  0.486
H -2.679 2.844 1.542  0.476
H 2.339 0.524 -1.578  0.518
H -2.513 1.277 -0.997  0.385
H 0.157 -2.531 1.631  0.491
H 1.317 3.180 1.856  0.487
H -0.375 -1.822 -0.321  0.373
H -2.149 -0.865 1.597  0.179
H -2.771 -0.421 -0.040  0.186
H -1.523 2.723 2.615  0.476
H 2.313 -0.456 0.630  0.501


# 6
DFT (the ωB97M-V functional and the def2-TZVPD basis) results for a cluster of 10 separate species, C4H24NO12 in total in a non-equilibrium geometry.

Properties
HOMO-LUMO gap: 9.62 eV
Multiplicity: 1
Charge: -1

Last column: natural (NBO) charge in e.
Geometry (Å):
O -0.551 -1.075 -0.845  -0.806
O -0.252 -0.341 1.172  -0.818
O -2.741 0.322 -0.703  -0.986
O 1.865 -0.681 -3.561  -0.523
O 0.772 2.217 -0.932  -1.031
O -1.078 1.475 -2.662  -0.928
O 0.649 4.482 0.855  -1.011
O 0.955 0.530 3.870  -0.954
O -0.065 -3.373 1.404  -0.966
O -1.864 4.944 1.779  -0.974
O -2.429 0.567 2.411  -0.964
O -1.492 -3.635 -0.732  -0.983
N 1.578 -0.461 -0.280  -0.727
C 2.266 -2.728 -0.903  -0.677
C 2.045 -1.319 -1.402  -0.165
C 0.137 -0.633 0.030  0.910
C 1.224 -1.112 -2.670  0.415
H -0.731 -3.991 -1.288  0.456
H 0.030 0.259 3.829  0.476
H 0.191 -2.427 1.611  0.485
H 2.341 -0.400 0.458  0.397
H 3.327 -2.813 -0.494  0.209
H -2.643 0.490 0.214  0.477
H 1.257 0.464 2.977  0.478
H 0.681 3.764 0.174  0.539
H 0.810 4.366 1.751  0.485
H -2.812 1.299 1.896  0.458
H -1.252 -2.650 -0.620  0.500
H -1.067 4.570 1.369  0.487
H -0.229 2.200 -1.412  0.491
H -1.304 0.758 -2.000  0.506
H 0.910 1.290 -0.815  0.480
H 2.166 -3.648 -1.530  0.219
H -0.161 1.160 -2.652  0.464
H -2.421 -0.642 -0.866  0.504
H 1.504 -3.127 -0.130  0.261
H 3.099 -0.935 -1.535  0.204
H -2.412 5.130 0.955  0.456
H -1.482 0.590 2.180  0.501
H -0.976 -3.439 1.707  0.480
H 0.153 -1.447 -2.613  0.176


Taking the records one at a time from the top gives total energy values of -25913.138, -18836.924, -21276.108, -27992.823, -23897.464, -30598.812 eV.
Taking the records one at a time from the top gives energy above the lowest of the compared OMol25 structures with the same formula, charge and spin values of 37.36, 29.56, 12.04, 54.51, 46.00, 97.07 kcal per mole.